No. 1
{
  "formula": "C25H23CoIN17PSe",
  "method": "wB97M-V/def2-TZVPD",
  "lumo_ha": [-0.1198, -0.2454],
  "charge": 1,
  "gap_ev": [6.4, 3.0],
  "s_squared": 6.015,
  "e_above_lowest_ev": 0.2936,
  "spin_multiplicity": 5,
  "symbols": ["Co", "N", "C", "N", "N", "N", "N", "C", "N", "N", "N", "N", "H", "Se", "N", "C", "C", "C", "C", "C", "N", "C", "C", "N", "C", "C", "C", "C", "C", "N", "H", "H", "H", "H", "H", "H", "C", "N", "C", "N", "C", "N", "C", "P", "C", "C", "H", "H", "H", "H", "H", "H", "H", "H", "H", "H", "H", "H", "I", "C", "C", "C", "C", "C", "N", "H", "H", "H", "H"],
  "xyz": [[0.963342, 1.239382, -1.622125], [2.435345, 2.088698, -4.486509], [1.638487, 3.025280, -3.908326], [1.354269, 4.171756, -4.437453], [0.369188, 4.701039, -3.652740], [0.156887, 3.887825, -2.687841], [0.939792, 2.802183, -2.790504], [2.938291, 0.997194, -3.799666], [4.065014, 0.454827, -4.199348], [4.232060, -0.640587, -3.392106], [3.266764, -0.689042, -2.535725], [2.428155, 0.347792, -2.787154], [3.037880, 2.408461, -5.234975], [5.297906, -3.097912, 2.919596], [3.893109, -3.432347, 1.882269], [3.478198, -2.339042, 1.381512], [2.357400, -2.188948, 0.424333], [1.845831, -3.343412, -0.228709], [0.909633, -3.172621, -1.174134], [0.516985, -1.857113, -1.526659], [0.926787, -0.787873, -0.880542], [1.895414, -0.920769, 0.042203], [2.586205, 0.266571, 0.572838], [2.172031, 1.454347, 0.080688], [2.857931, 2.538146, 0.339434], [4.003594, 2.506194, 1.113831], [4.419741, 1.290825, 1.645819], [3.694347, 0.150159, 1.381728], [4.092548, -1.174722, 1.853053], [5.070151, -1.349261, 2.713248], [2.197328, -4.360316, 0.017706], [0.439592, -3.959894, -1.735007], [-0.166350, -1.728100, -2.368308], [2.530696, 3.416850, -0.162966], [4.579491, 3.407147, 1.264459], [5.337639, 1.319082, 2.228136], [-3.636460, -1.158631, 3.898123], [-3.767765, -0.365251, 2.650410], [-4.258940, -1.150031, 1.522787], [-3.180970, -2.126916, 1.252628], [-2.975754, -2.918641, 2.433148], [-2.591683, -2.123272, 3.640785], [-1.259148, -1.491893, 3.397141], [-1.156100, -0.344152, 1.993231], [-2.727137, 0.647427, 2.389529], [-1.940579, -1.416631, 0.797889], [-4.553067, -1.682610, 4.102406], [-3.411163, -0.479226, 4.720295], [-4.304266, -0.424253, 0.658657], [-5.248892, -1.567232, 1.761018], [-2.215265, -3.641769, 2.246520], [-3.928052, -3.448559, 2.664408], [-0.481306, -2.215487, 3.158571], [-0.853985, -0.955111, 4.273445], [-2.987107, 1.317840, 1.555522], [-2.523494, 1.206419, 3.328929], [-1.148172, -2.152790, 0.586341], [-2.080320, -0.874695, -0.136608], [-1.130978, 3.651901, 0.539100], [-2.069602, 2.344677, -0.763605], [-3.417944, 2.621647, -1.014058], [-4.016614, 1.996933, -2.068690], [-3.305885, 1.022311, -2.768135], [-2.008027, 0.748500, -2.401170], [-1.363599, 1.407458, -1.387655], [-3.979309, 3.392929, -0.494626], [-5.047307, 2.224249, -2.315739], [-3.791282, 0.472927, -3.549686], [-1.401508, 0.050130, -2.920962]],
  "forces_ev_per_a": [[0.0, -0.3, 0.0], [0.6, -0.4, 0.0], [-0.1, -0.4, 0.1], [-0.5, 1.2, -0.8], [1.0, -1.0, 0.2], [-1.4, 0.7, 1.0], [0.0, 0.1, -0.2], [1.2, 0.4, -1.3], [0.8, -1.4, 0.1], [-0.6, 1.2, -0.2], [0.3, 0.0, -0.3], [-1.6, 0.2, 1.2], [-0.1, 0.0, 0.1], [-0.6, 0.3, 0.1], [0.6, -2.5, 0.0], [-1.9, 1.2, -0.9], [0.3, -1.1, -0.4], [0.9, -0.2, 1.5], [-1.3, 1.4, -1.6], [-0.2, -0.9, 0.3], [0.2, 0.6, 0.0], [0.5, -1.3, 0.8], [-1.0, 0.3, -0.9], [-0.5, -1.3, -0.3], [0.5, 0.1, 0.1], [0.2, -0.4, 0.3], [0.5, 1.7, 0.1], [0.2, -0.6, 0.4], [1.4, 1.3, 0.8], [0.2, 0.4, -0.3], [0.0, 0.8, 0.1], [0.2, -0.4, 0.0], [0.1, 0.1, 0.3], [-0.2, 0.7, -0.2], [0.0, 0.0, 0.0], [-0.2, -0.5, 0.0], [0.7, 0.6, -0.4], [0.5, 1.0, 0.3], [0.8, 1.5, -1.3], [-0.2, 1.0, -0.7], [-0.9, 0.0, 1.2], [1.1, -0.4, -0.6], [-0.3, 0.4, 0.8], [0.6, 1.3, 0.0], [-1.1, -0.7, 1.1], [-0.5, -1.2, -0.4], [-0.5, -0.1, -0.1], [0.2, -0.1, 0.0], [-0.3, -1.0, 0.7], [0.6, -0.2, -0.1], [0.6, -0.6, -0.1], [0.6, 0.3, -0.1], [-0.2, -0.6, 0.2], [-0.5, -0.3, 0.0], [0.0, -0.4, 0.3], [-0.2, -0.2, -0.7], [-0.4, -0.2, -0.1], [-0.4, -0.1, -0.1], [0.4, -0.1, 0.4], [0.0, 0.2, 0.0], [0.1, 0.5, -0.1], [-0.3, -0.8, -0.2], [0.0, 0.0, 0.2], [0.0, 1.0, 1.0], [-0.6, 0.0, -0.7], [0.4, -0.1, 0.2], [0.1, 0.0, -0.1], [0.1, -0.1, -0.4], [0.3, -0.6, -0.4]]
}


No. 2
{
  "formula": "C31H32N2OSiZn",
  "method": "wB97M-V/def2-TZVPD",
  "lumo_ha": -0.0103,
  "charge": 0,
  "gap_ev": 8.0,
  "e_above_lowest_ev": 0.6905,
  "symbols": ["C", "C", "H", "H", "H", "H", "H", "H", "C", "C", "C", "C", "H", "H", "H", "H", "N", "C", "C", "N", "C", "C", "C", "H", "H", "C", "H", "H", "Zn", "C", "H", "H", "H", "O", "Si", "C", "C", "C", "C", "C", "C", "C", "C", "C", "C", "C", "C", "C", "C", "C", "C", "C", "C", "H", "H", "H", "H", "H", "H", "H", "H", "H", "H", "H", "H", "H", "H", "H"],
  "xyz": [[-2.068875, -1.681071, 0.150537], [-2.013094, 3.220857, -0.939398], [-1.828461, -2.330285, -0.701650], [-3.166588, -1.599727, 0.245021], [-1.687527, -2.133728, 1.071526], [-1.290856, 3.722426, -1.590081], [-2.102565, 2.161978, -1.230633], [-2.988533, 3.679717, -1.152574], [0.427271, -3.565373, 0.305731], [1.614571, -4.182737, 0.719011], [2.829263, -3.623899, 0.308078], [2.802717, -2.494852, -0.508263], [-0.545470, -3.954996, 0.615695], [1.542098, -5.073144, 1.339569], [3.783323, -4.050630, 0.616041], [3.712154, -2.016232, -0.871436], [0.403657, -2.474076, -0.452767], [1.554355, -1.915483, -0.848176], [1.498283, -0.632537, -1.599351], [0.472649, 0.229803, -1.384427], [0.634002, 1.498599, -1.795728], [2.679891, 1.005493, -2.940751], [1.695629, 1.930318, -2.586189], [-0.110738, 2.214779, -1.465547], [1.716744, 2.969946, -2.903728], [2.569758, -0.285545, -2.444355], [3.305797, -1.055129, -2.672350], [3.514402, 1.287949, -3.579853], [-1.473946, 0.119945, -0.169243], [-1.660909, 3.450683, 0.515157], [-1.730926, 4.513800, 0.768296], [-0.635375, 3.144291, 0.734459], [-2.331417, 2.907863, 1.190216], [-0.551116, 0.815159, 1.370922], [-0.395321, 0.419496, 2.921666], [-1.459507, -1.020425, 3.439317], [-2.839816, -0.848984, 3.615245], [-3.646391, -1.945459, 3.951535], [-3.079670, -3.215011, 4.114166], [-1.701946, -3.388084, 3.939241], [-0.893713, -2.294990, 3.604489], [1.337902, -0.116354, 3.393647], [1.684227, -0.246140, 4.744306], [2.950526, -0.727950, 5.097850], [3.875028, -1.063816, 4.103337], [3.539344, -0.885536, 2.756595], [2.282752, -0.384150, 2.401030], [-0.683250, 1.947753, 3.941793], [-1.564156, 2.001382, 5.025111], [-1.756516, 3.210497, 5.708468], [-1.063233, 4.361390, 5.319978], [-0.169869, 4.303130, 4.243087], [0.020497, 3.096995, 3.560111], [-3.291060, 0.140604, 3.483534], [-4.718167, -1.797839, 4.090435], [-3.707794, -4.066804, 4.383932], [-1.244179, -4.370931, 4.067513], [0.185297, -2.433867, 3.488682], [0.963924, 0.023970, 5.520956], [3.207317, -0.838675, 6.152129], [4.856261, -1.455884, 4.376503], [4.257450, -1.134796, 1.973988], [2.031421, -0.201062, 1.353258], [-2.099289, 1.101995, 5.335911], [-2.456334, 3.248641, 6.545244], [-1.214254, 5.303754, 5.851669], [0.377366, 5.191730, 3.924992], [0.718785, 3.059067, 2.717227]],
  "forces_ev_per_a": [[-2.3, -0.7, -0.8], [-0.7, 0.7, 0.0], [-0.4, 0.3, 0.3], [0.2, -0.5, 0.1], [0.1, 0.6, -0.2], [-0.1, -0.2, -0.1], [0.0, 0.1, 0.0], [0.1, -0.3, -0.1], [0.6, 0.0, 0.0], [-0.1, 0.3, -0.2], [-0.4, 0.0, -0.2], [-0.6, 0.5, -0.2], [0.2, 0.1, -0.1], [0.2, 0.2, -0.1], [-0.3, 0.1, -0.1], [-0.1, -0.3, 0.4], [0.9, 0.3, -0.2], [0.1, -1.3, 0.5], [-0.1, 0.6, -0.5], [0.7, 0.3, 0.3], [0.4, -0.3, -0.4], [-0.4, 0.1, 0.0], [0.0, -0.2, 0.2], [0.2, -0.3, -0.2], [0.2, -0.2, 0.1], [-0.2, -0.1, 0.4], [-0.1, 0.4, 0.0], [-0.2, -0.1, 0.1], [2.0, -0.5, 1.2], [0.2, 0.2, 0.4], [-0.1, -0.1, -0.1], [-0.3, -0.1, 0.1], [0.2, 0.1, -0.1], [0.1, 0.1, -0.1], [0.3, 0.2, -0.6], [-0.2, 0.0, 0.2], [-0.1, -0.7, 0.1], [0.2, 0.1, 0.0], [0.2, 0.2, -0.1], [0.0, 0.2, -0.1], [-0.5, -0.1, 0.2], [0.0, 0.4, -0.3], [0.6, -0.3, -0.2], [-0.2, 0.1, -0.1], [-0.2, 0.1, -0.2], [0.0, 0.1, 0.1], [0.4, -0.3, 0.4], [-0.3, 0.0, 0.1], [0.2, 0.7, 0.1], [0.0, 0.0, 0.0], [0.0, -0.2, -0.1], [0.0, -0.3, -0.1], [-0.2, 0.5, 0.4], [0.1, -0.4, 0.0], [0.2, -0.1, 0.0], [0.2, 0.3, -0.1], [-0.2, 0.2, 0.0], [-0.4, 0.0, 0.0], [0.2, -0.1, -0.2], [0.0, 0.0, -0.3], [-0.3, 0.1, -0.1], [-0.1, 0.1, 0.2], [0.0, -0.1, 0.3], [0.1, 0.3, 0.0], [0.2, 0.0, -0.2], [0.0, -0.3, -0.1], [-0.2, -0.2, 0.2], [-0.2, 0.0, 0.3]]
}


No. 3
{
  "formula": "FH2LuO",
  "method": "wB97M-V/def2-TZVPD",
  "lumo_ha": [-0.1788, -0.2291],
  "charge": 1,
  "gap_ev": [7.6, 11.3],
  "s_squared": 0.751,
  "spin_multiplicity": 2,
  "symbols": ["H", "O", "H", "F", "Lu"],
  "xyz": [[-1.591331, 0.898655, -0.156572], [-1.128274, 1.365422, 0.553901], [-1.032260, 2.302096, 0.359697], [-0.236836, -1.394683, 0.155598], [0.837904, -0.300102, 1.464512]],
  "forces_ev_per_a": [[0.0, 0.3, -0.1], [1.1, -0.9, 0.8], [-0.3, 0.1, -0.3], [1.5, 1.3, 1.7], [-2.4, -0.8, -2.2]]
}


No. 4
{
  "formula": "C3H6N2OS",
  "method": "wB97M-V/def2-TZVPD",
  "lumo_ha": 0.0234,
  "charge": 0,
  "gap_ev": 10.0,
  "e_above_lowest_ev": 2.4886,
  "smiles": "NN1C[C@H](S)C1=O",
  "symbols": ["C", "C", "C", "H", "H", "H", "H", "H", "H", "N", "N", "O", "S"],
  "xyz": [[-0.062893, -1.003061, 0.150530], [-1.054477, 0.117205, 0.483390], [0.053627, 1.092011, 0.108420], [2.209031, 0.561862, -1.421356], [2.796259, 0.295765, -0.028521], [-0.204542, -1.643041, -0.673905], [0.224177, -1.579351, 1.008689], [-1.390024, 0.174951, 1.517785], [-3.245984, -0.698367, -0.054515], [2.110596, -0.059903, -0.637509], [0.915332, 0.059420, -0.015238], [0.195012, 2.289514, 0.055381], [-2.546119, 0.392992, -0.493155]],
  "forces_ev_per_a": [[0.5, 0.7, 1.4], [-1.6, 0.0, 0.2], [0.2, 1.1, 0.9], [-0.6, 0.2, -0.7], [1.3, 0.1, 1.1], [-0.5, -0.4, -1.2], [-0.2, -0.6, 0.5], [0.5, 0.0, 0.1], [0.4, 0.5, -0.2], [1.2, -0.2, -0.7], [-0.7, -0.3, -0.8], [-0.2, -0.5, -0.4], [-0.4, -0.6, -0.3]]
}